[1]
12
Properties=species:S:1:pos:R:3:forces:R:3 method="wB97M-V/def2-TZVPD" gap_ev=10.4 e_above_lowest_kj_mol=209.7 smiles="O=C[C@H]1CN1C=O" e_tot_ev=-9812.1419
O 2.552087 -0.659153 -0.480262 -0.418 0.224 -0.058
C 1.423883 -0.261219 -0.640957 0.236 -0.113 0.089
C 0.680723 0.466382 0.447608 0.288 0.086 0.010
C -0.551527 1.201906 0.092108 -0.054 0.228 -0.157
N -0.654628 -0.001383 0.903957 -0.190 -0.240 0.025
C -1.175094 -1.163792 0.261195 -0.016 -0.091 -0.424
O -1.297557 -1.325477 -0.925611 -0.080 0.157 0.502
H 0.890749 -0.388966 -1.600035 0.069 -0.031 0.104
H 1.318021 0.806008 1.259745 -0.093 -0.067 -0.106
H -0.898868 1.135343 -0.938021 0.118 -0.022 0.144
H -0.798830 2.113728 0.628295 0.057 -0.149 -0.099
H -1.488963 -1.923375 0.991982 0.083 0.017 -0.031

***

[2]
70
Properties=species:S:1:pos:R:3:forces:R:3 method="wB97M-V/def2-TZVPD" gap_ev=9.3 e_above_lowest_kj_mol=0.0 smiles="NC(N)=O.NC(N)=O.NC(N)=O.NC(N)=O.NC(N)=O.CCO.CCO.CO.CO" e_tot_ev=-45387.6200
N 14.611055 -23.238145 22.501545 0.435 0.397 -0.036
C 15.051316 -24.332133 21.806060 -1.413 -0.259 1.193
N 15.796295 -24.008089 20.712654 -0.025 -1.032 -0.184
O 14.728879 -25.465744 22.153046 0.575 0.520 -0.763
H 13.823650 -23.318393 23.123912 0.074 -0.139 0.160
H 14.797565 -22.332813 22.109552 -0.310 0.166 -0.001
H 16.190211 -24.817099 20.258773 0.325 0.412 -0.118
H 16.183532 -23.090734 20.635265 0.267 0.016 -0.253
N 11.796935 -23.403967 18.701184 -0.642 0.139 0.598
C 10.463388 -23.098445 18.850038 1.614 -0.720 -1.394
N 9.666033 -24.082991 18.339454 -0.715 0.751 0.393
O 10.107630 -22.002728 19.276062 -0.375 -0.468 0.211
H 12.074193 -24.053507 17.991941 0.178 -0.138 0.079
H 12.465511 -22.736412 19.053543 0.077 -0.039 0.035
H 10.045200 -24.970130 18.076462 0.070 -0.163 0.181
H 8.667877 -24.011334 18.437897 0.065 0.056 -0.015
N 8.140177 -20.462198 20.614422 0.858 0.596 -0.414
C 8.751407 -19.229957 20.809272 -2.122 -0.100 2.272
N 10.051288 -19.368536 20.541015 1.436 0.183 -0.672
O 8.191595 -18.271111 21.346894 0.491 -0.359 -0.975
H 8.754117 -21.073346 20.069237 -1.486 -0.422 0.189
H 7.164416 -20.581475 20.798257 -0.028 -0.018 -0.226
H 10.311479 -20.331819 20.448875 0.858 0.116 -0.142
H 10.744482 -18.669114 20.737792 -0.365 0.256 0.053
N 11.946747 -25.939331 25.699178 0.231 0.443 0.454
C 13.105280 -26.447628 26.249888 -1.009 -1.755 -0.764
N 14.218652 -25.867715 25.731695 0.505 0.431 0.542
O 13.089185 -27.454676 26.952669 0.376 0.800 -0.056
H 12.022213 -25.097453 25.153660 -0.247 -0.076 -0.146
H 11.162710 -26.554572 25.601952 -0.010 0.017 0.186
H 15.105710 -26.089554 26.151149 -0.113 0.061 0.041
H 14.108879 -24.972202 25.288814 0.248 0.002 -0.171
N 14.590160 -19.826778 18.348106 0.681 0.287 -0.383
C 13.514049 -20.509639 18.819346 0.204 0.143 0.321
N 12.484384 -20.600152 17.932937 0.389 -0.086 0.502
O 13.504147 -21.000562 19.950581 -0.308 0.079 -0.375
H 14.641841 -19.470367 17.412428 -0.202 0.062 -0.020
H 15.392962 -19.638311 18.918394 -0.143 -0.292 0.274
H 12.618104 -20.224719 17.015758 -0.462 0.161 -0.088
H 11.575711 -20.808877 18.321674 -0.184 -0.039 -0.268
C 11.518028 -18.257417 23.585351 0.771 -0.779 1.002
C 12.388200 -18.015969 22.327592 -0.495 -0.743 2.282
O 11.755981 -17.016203 21.589839 0.728 0.147 -1.472
H 10.980301 -17.394016 23.981201 -0.078 0.275 -0.672
H 12.157926 -18.494719 24.445375 0.138 -0.326 -0.130
H 10.811814 -19.081273 23.502364 -0.152 0.180 -0.285
H 12.529924 -18.948743 21.775032 -0.665 0.193 -0.487
H 13.419075 -17.876466 22.681207 -0.009 1.086 -0.291
H 11.572027 -16.254964 22.143249 -0.030 -0.074 0.143
C 11.164136 -22.081378 22.723604 -0.469 -0.297 -0.091
C 11.150260 -23.214096 23.700739 -0.390 -0.643 1.374
O 12.286511 -23.159788 24.571950 0.644 -0.307 -0.186
H 10.908060 -21.169219 23.260760 0.079 0.127 -0.225
H 10.408266 -22.282619 21.961250 0.026 0.305 -0.114
H 12.143532 -21.997533 22.253875 -0.075 0.081 -0.109
H 11.096656 -24.224238 23.284127 0.599 0.187 -0.488
H 10.281886 -23.236638 24.371639 -0.271 0.531 -0.311
H 12.099491 -22.557453 25.303341 -0.294 -0.050 -0.027
C 10.764104 -20.101419 27.191359 0.342 0.597 0.485
O 11.512825 -21.136784 26.542538 -0.372 0.306 -0.119
H 11.457088 -19.558582 27.836910 -0.157 0.093 0.186
H 10.306309 -19.359533 26.533522 0.147 -0.255 -0.479
H 9.959610 -20.474375 27.820106 0.179 -0.589 -0.129
H 12.333981 -20.711664 26.273174 0.000 -0.078 -0.026
C 8.744851 -25.401954 21.764053 -0.499 -0.045 1.043
O 8.672193 -26.732475 21.281462 0.393 0.146 -0.590
H 8.762050 -25.419139 22.857799 -0.058 0.176 0.028
H 9.639876 -24.848835 21.477918 0.088 -0.388 -0.494
H 7.854136 -24.844312 21.466018 0.068 0.109 -0.113
H 8.436276 -27.323126 21.997145 0.015 0.043 0.074